(1)
Density functional theory data (the ωB97M-V functional and the def2-TZVPD basis) for a cluster of 2 separate species, CHF2IO in total.

Geometry as XYZ:
```
6
Properties=species:S:1:pos:R:3:forces:R:3
C -1.59986 -0.37389 -0.15515 -0.216 -0.264 -0.770
O -1.45614 -1.49854 0.14657 0.579 -0.219 0.480
F -0.58747 0.52770 -0.19488 -0.765 -0.351 0.126
F 2.98009 0.95735 1.29687 0.096 -0.218 -0.756
I 3.23101 0.41333 -0.55100 -0.102 0.216 0.755
H -2.56764 -0.02594 -0.54241 0.408 0.837 0.165
```
Positions in Å, forces in eV/Å.

Calculated values
SMILES string	O=CF.FI
net charge	0
DFT total energy	-611.32506	Eh
E_HOMO	-10.25	eV
maximum force	0.95	eV Å⁻¹

Löwdin population analysis, charges in e, atoms 1 to 4: -0.318, 0.129, 0.031, -0.801

***

(2)
Density functional theory data (the ωB97M-V functional and the def2-TZVPD basis) for a cluster of 2 separate species, CHF2IS in total.

Geometry as XYZ:
```
6
Properties=species:S:1:pos:R:3:forces:R:3
C -1.31944 0.70700 0.27280 0.328 -1.357 1.111
F -1.56157 0.00091 -0.78340 -0.444 -0.137 -0.998
F -2.09076 0.16510 1.22959 0.518 1.093 -0.419
S -0.12754 1.74635 0.40471 -0.372 0.383 0.300
I 2.16174 -1.98545 -0.28432 0.412 0.767 -0.304
H 2.93758 -0.63392 -0.83938 -0.442 -0.749 0.308
```
Positions in Å, forces in eV/Å.

Calculated values
SMILES string	FC(F)=S.I
net charge	0
DFT total energy	-934.28445	Eh
E_HOMO	-10.10	eV
maximum force	1.78	eV Å⁻¹

Löwdin population analysis, charges in e, atoms 1 to 4: -0.952, 0.079, 0.059, 0.780

***

(3)
Density functional theory data (the ωB97M-V functional and the def2-TZVPD basis) for the molecule CHF2NO2.

Geometry as XYZ:
```
7
Properties=species:S:1:pos:R:3:forces:R:3
C 0.62843 -0.22494 -0.19697 1.013 -0.092 -1.768
N 0.48982 -1.59012 0.41612 -2.063 2.138 0.111
O -0.67339 -1.75565 0.75998 0.856 -0.870 0.456
O 1.40185 -2.31793 0.29823 1.188 -1.815 0.476
F 0.16164 -0.52758 -1.43138 0.533 0.469 -0.666
F 1.94653 0.14814 -0.28334 -2.121 -0.296 0.408
H -0.10518 0.47646 0.17017 0.594 0.467 0.983
```
Positions in Å, forces in eV/Å.

Calculated values
SMILES string	O=[N+]([O-])C(F)F
net charge	0
DFT total energy	-443.55372	Eh
E_HOMO	-11.99	eV
maximum force	2.97	eV Å⁻¹

Löwdin population analysis, charges in e, atoms 1 to 4: -0.271, -0.360, 0.097, 0.166

***

One value per record, in order, for molecular weight: 193.9, 210.0, 97.0 g/mol.